Here is a molecular structure, C54H68BHfN5O3SSi from OMol25. Energies are from ωB97M-V with the def2-TZVPD basis set.

Geometry as XYZ:
```
134
Properties=species:S:1:pos:R:3:forces:R:3
Hf -0.367 -0.137 -0.368 -0.348 1.263 -0.877
C 0.620 5.041 3.696 0.026 -0.108 0.019
C 0.970 3.558 3.918 -0.108 0.095 -0.145
C 0.223 2.560 3.077 0.136 -0.153 0.074
C -1.006 1.988 3.402 -0.117 -0.100 -0.283
C -1.949 2.407 4.486 -0.026 0.014 -0.134
C -3.092 3.269 3.934 0.054 -0.021 0.141
C -1.255 0.996 2.439 0.157 0.190 0.317
N -0.201 0.957 1.523 0.001 -0.296 0.191
C 0.660 1.921 1.906 0.086 0.139 0.205
C 1.832 2.413 1.112 -0.117 0.073 -0.176
C 2.413 1.498 0.061 0.342 0.131 0.063
C 3.675 1.663 -0.531 -0.159 -0.027 0.246
C 4.727 2.679 -0.182 -0.107 0.006 -0.202
C 5.066 3.665 -1.312 -0.022 0.011 0.154
C 3.816 0.621 -1.455 -0.305 -0.105 -0.157
C 2.645 -0.144 -1.381 0.444 0.292 0.235
C 2.412 -1.311 -2.139 -0.285 -0.383 -0.092
C 1.350 -2.154 -2.099 0.520 0.221 -0.091
N 0.255 -2.021 -1.241 -0.115 -0.278 0.008
C -0.493 -3.154 -1.401 -0.047 0.093 0.285
C -1.656 -3.445 -0.708 0.039 -0.093 -0.182
C -2.235 -2.625 0.258 0.106 0.108 0.181
N -1.727 -1.430 0.676 -0.228 -0.482 0.059
C -2.592 -0.962 1.669 -0.149 0.272 0.393
C -2.360 0.132 2.450 -0.037 -0.323 -0.138
C -3.684 -1.883 1.824 0.089 -0.169 -0.086
C -3.461 -2.919 0.962 -0.088 0.055 0.158
C -4.296 -4.141 0.740 0.005 0.097 -0.125
C -5.106 -4.093 -0.562 0.033 -0.070 0.101
C -4.844 -1.680 2.744 -0.057 0.095 -0.159
C -5.886 -0.740 2.120 0.058 -0.083 0.072
C 0.105 -4.011 -2.405 0.317 -0.052 -0.186
C 1.229 -3.385 -2.847 -0.279 -0.237 0.093
C 2.161 -3.816 -3.933 -0.096 0.136 -0.075
C 1.926 -3.016 -5.222 0.034 -0.076 0.053
C -0.462 -5.323 -2.849 -0.113 0.114 -0.075
C -1.627 -5.165 -3.834 0.067 -0.047 0.077
N 1.782 0.399 -0.429 -0.034 -0.321 -0.091
C 4.989 0.361 -2.351 0.057 -0.107 0.185
C 6.165 -0.303 -1.623 -0.069 0.075 -0.122
H 0.789 5.611 4.611 0.026 0.041 -0.036
H -0.425 5.157 3.407 -0.005 0.010 0.019
H 1.233 5.489 2.913 -0.040 0.026 -0.045
H 0.762 3.308 4.961 0.079 0.001 0.028
H 2.045 3.420 3.779 0.010 -0.019 0.082
H -1.408 2.981 5.241 0.009 -0.072 0.060
H -2.367 1.529 4.985 0.027 0.023 0.062
H -2.704 4.198 3.513 -0.005 -0.019 -0.026
H -3.798 3.519 4.729 -0.036 0.030 -0.053
H -3.624 2.744 3.139 -0.023 0.012 0.005
H 2.637 2.596 1.839 0.002 0.074 -0.066
H 5.640 2.151 0.104 0.003 0.051 0.107
H 4.404 3.246 0.689 0.008 0.032 0.065
H 5.770 3.240 -2.028 -0.033 -0.012 -0.010
H 5.525 4.564 -0.896 0.022 0.009 -0.056
H 4.165 3.959 -1.847 -0.016 0.046 -0.011
H 3.208 -1.586 -2.820 -0.033 0.012 -0.036
H -2.141 -4.388 -0.918 -0.013 0.025 -0.009
H -3.097 0.329 3.219 -0.011 0.038 -0.016
H -4.983 -4.261 1.579 0.036 -0.074 0.023
H -3.648 -5.021 0.722 -0.036 -0.028 0.060
H -5.811 -3.260 -0.553 0.022 0.021 -0.015
H -5.674 -5.016 -0.690 -0.012 0.019 -0.048
H -4.447 -3.974 -1.424 -0.027 0.024 -0.026
H -4.497 -1.266 3.692 -0.020 -0.032 0.034
H -5.313 -2.640 2.967 0.032 -0.011 0.042
H -5.443 0.234 1.909 -0.024 0.013 -0.012
H -6.739 -0.602 2.786 0.003 0.021 -0.015
H -6.247 -1.155 1.178 -0.022 0.029 -0.005
H 2.011 -4.876 -4.144 0.063 -0.027 0.049
H 3.197 -3.694 -3.609 0.009 -0.033 0.005
H 0.911 -3.180 -5.589 0.001 0.024 -0.009
H 2.626 -3.316 -6.003 -0.012 0.009 0.001
H 2.047 -1.947 -5.041 0.001 0.012 -0.021
H -0.805 -5.886 -1.977 0.047 -0.036 0.001
H 0.324 -5.916 -3.320 0.007 -0.034 0.045
H -2.452 -4.619 -3.371 -0.011 0.018 -0.038
H -1.998 -6.139 -4.155 -0.032 0.020 -0.003
H -1.308 -4.612 -4.720 -0.018 0.009 -0.001
H 5.321 1.301 -2.793 0.001 -0.028 -0.060
H 4.684 -0.281 -3.179 0.022 0.060 -0.054
H 6.573 0.358 -0.858 -0.002 -0.042 0.039
H 6.967 -0.540 -2.325 0.019 -0.020 0.036
H 5.838 -1.223 -1.139 0.033 -0.012 0.015
C -3.007 5.286 -1.324 -0.117 -0.200 -0.183
Si -3.133 4.159 -2.823 -0.096 0.227 -0.292
C -3.224 5.211 -4.393 0.050 -0.071 0.221
C -4.683 3.080 -2.823 0.245 0.077 0.101
C -1.564 3.114 -3.002 -0.118 -0.053 0.246
C -0.694 3.253 -4.067 -0.033 -0.080 0.002
C 0.395 2.392 -4.220 0.004 0.032 -0.074
C 0.572 1.394 -3.296 0.179 -0.139 0.094
N -0.229 1.241 -2.230 -0.294 0.464 -0.227
C -1.264 2.100 -2.056 0.057 0.021 -0.473
S -2.177 1.844 -0.627 0.022 -0.096 0.364
H -3.960 5.774 -1.109 -0.014 -0.009 -0.031
H -2.262 6.061 -1.509 -0.034 -0.040 -0.066
H -2.703 4.718 -0.443 -0.003 0.005 -0.006
H -4.134 5.816 -4.388 0.000 -0.003 0.014
H -3.248 4.587 -5.290 -0.015 -0.002 0.002
H -2.376 5.896 -4.478 -0.006 -0.002 0.001
H -5.565 3.689 -3.039 0.032 0.027 -0.003
H -4.831 2.590 -1.862 -0.008 -0.031 0.024
H -4.613 2.308 -3.593 0.008 0.008 -0.005
H -0.866 4.023 -4.810 -0.006 -0.010 0.007
H 1.076 2.483 -5.054 0.009 -0.002 0.013
H 1.376 0.676 -3.388 0.034 0.014 0.022
O 2.407 4.757 0.058 0.371 -0.054 -0.084
B 1.473 3.859 0.552 0.074 -0.201 0.093
O 0.224 4.455 0.615 -0.263 -0.060 0.074
C 0.406 5.756 0.224 0.344 0.180 -0.103
C -0.486 6.805 0.220 -0.076 -0.115 0.119
C -0.005 8.041 -0.205 0.018 0.038 0.012
C 1.318 8.209 -0.598 -0.035 0.058 -0.022
C 2.223 7.152 -0.564 0.135 -0.178 0.004
C 1.738 5.936 -0.135 -0.382 0.101 0.035
H -1.511 6.677 0.538 0.062 -0.012 0.018
H -0.677 8.889 -0.214 0.012 0.005 -0.030
H 1.657 9.183 -0.925 -0.002 -0.004 0.011
H 3.261 7.271 -0.844 -0.011 0.015 0.005
C -4.177 -1.174 -3.374 0.121 0.005 -0.003
C -3.062 -0.777 -4.340 0.005 -0.037 0.095
C -1.839 -1.154 -3.526 0.115 -0.005 -0.145
O -2.158 -0.774 -2.182 0.020 -0.020 0.084
C -3.596 -0.779 -2.020 -0.162 0.042 -0.015
H -4.339 -2.254 -3.421 -0.030 0.003 -0.011
H -5.123 -0.672 -3.568 -0.017 -0.014 -0.006
H -3.073 0.300 -4.527 0.007 0.002 -0.017
H -3.102 -1.306 -5.292 -0.013 0.028 -0.016
H -0.928 -0.638 -3.827 -0.013 -0.001 0.042
H -1.660 -2.232 -3.571 0.011 -0.044 0.046
H -3.899 0.224 -1.723 0.036 0.001 -0.006
H -3.867 -1.475 -1.228 0.056 -0.026 0.047
```
Positions in Å, forces in eV/Å.

Kohn-Sham gap (hartree): 0.1870
E_HOMO (eV): -5.707
Energy (hartree): -3358.9436
E_LUMO (eV): -0.6
Molecular weight (g mol⁻¹): 1084.6
Strongest force on any atom (Eh/bohr): 0.031
Energy above the lowest of the compared OMol25 structures with the same formula, charge and spin (eV): 0.144

These are the Löwdin partial charges, in e, on atoms 1 to 5: Hf 1.703; C -0.064; C -0.168; C -0.139; C -0.136